Entry 1:
Computed, not measured: a molecular structure, C13H19NO6PPbS5Sb at a distorted geometry, with ωB97M-V with the def2-TZVPD basis set.

Geometry as XYZ:
```
47
Properties=species:S:1:pos:R:3:nbo_charge:R:1
C 2.685 -14.061 0.758 -0.3095
H 0.169 -23.667 1.024 0.1920
H -3.271 -17.073 -2.711 0.2062
S 6.365 -20.733 -0.384 -0.8890
C 3.727 -16.150 0.545 0.5956
H 1.399 -22.943 -0.143 0.2856
H -1.832 -18.358 -1.247 0.1827
H -2.695 -17.961 -4.200 0.2077
H 1.333 -23.978 -5.012 0.2056
O 1.032 -14.645 -1.276 -0.9521
Sb 4.162 -20.928 -1.132 1.4092
S 2.826 -19.974 0.577 -0.8321
P 0.049 -20.443 -1.930 1.7582
O 4.733 -16.915 0.555 -0.5798
H -3.698 -18.786 -2.857 0.2044
H -0.302 -23.911 -4.271 0.1968
C 3.818 -14.787 1.080 -0.0899
H -0.984 -21.678 1.105 0.1587
C 0.761 -23.635 -4.171 -0.6435
C 4.960 -14.114 1.532 -0.1608
H 1.565 -12.240 0.844 0.2246
S 3.382 -23.077 -1.346 -0.9340
S 1.486 -15.139 0.071 2.2492
H 1.149 -24.087 -3.232 0.2478
C 3.587 -12.086 1.767 -0.2236
H -0.217 -23.492 -0.676 0.2108
H 5.958 -14.564 1.578 0.2404
S 3.698 -19.390 -2.914 -0.8426
C 2.542 -12.734 1.063 -0.1915
O -0.871 -20.965 -0.768 -0.8544
H 1.985 -21.901 -3.592 0.2469
H 0.483 -20.906 0.802 0.2203
C 0.987 -22.160 -3.954 -0.0582
O 0.161 -21.741 -2.791 -0.8806
H 5.662 -12.197 2.356 0.2014
O -1.028 -19.587 -2.821 -0.8494
C 0.307 -23.040 0.162 -0.6930
H -0.860 -17.646 -2.494 0.1936
C -1.649 -18.365 -2.315 -0.0670
O 0.426 -15.415 1.000 -0.9503
C 4.802 -12.786 1.953 -0.2196
C -2.943 -18.033 -3.084 -0.6229
N 2.533 -16.463 -0.066 -0.9335
C -0.212 -21.612 0.396 -0.0703
Pb 1.737 -18.442 -1.183 0.8340
H 3.527 -11.083 2.191 0.2050
H 0.655 -21.445 -4.746 0.1707
```

- Total charge: -2
- Relative energy (zero: lowest compared OMol25 entry of this formula, charge and spin): 63.44 kJ/mol
- HOMO energy: -1.5 eV

***

Entry 2:
Computed, not measured: a molecular structure, C13H20BrF3N3O3PtS, with ωB97M-V with the def2-TZVPD basis set.

Geometry as XYZ:
```
45
Properties=species:S:1:pos:R:3:lowdin_spin:R:1
H -0.598 -3.092 3.406 0.0041
H -0.953 -4.255 2.136 0.0147
H -1.482 -4.451 -0.074 -0.0042
H -3.463 4.939 -2.429 -0.0016
H 1.827 -3.533 3.226 0.0014
O 1.400 1.938 -1.934 0.1062
C -0.059 -1.075 2.038 0.0454
H -2.449 6.233 -0.408 0.0156
H -1.021 3.001 0.624 0.0060
H -0.797 -0.994 2.836 0.0156
C -0.457 -4.139 -0.294 -0.0116
C -0.233 -3.515 2.477 0.0532
C -2.485 5.278 0.130 0.0697
C -1.473 3.012 -0.362 0.1971
H -3.003 3.000 -3.895 0.0013
H -0.302 -4.237 -1.365 -0.0001
H -3.517 5.237 0.528 0.0339
H 2.122 -0.994 1.827 -0.0001
C -2.602 3.053 -2.890 0.0594
N -0.118 -1.778 -0.760 0.3168
H 1.625 -4.496 1.766 -0.0001
H -0.115 -2.223 -1.673 0.0116
H -0.316 -0.362 1.278 -0.0009
C 1.357 -0.793 2.578 0.0443
N -1.245 1.986 -1.143 0.1143
Pt 0.334 0.264 -1.070 1.4660
F 4.596 -0.042 -1.920 0.0001
C -0.247 -2.716 0.148 -0.0033
H 0.217 -4.832 0.203 -0.0027
C -1.774 2.013 -2.388 0.2080
S 2.716 1.646 -1.252 0.0044
F 3.800 1.115 -3.568 0.0003
H -1.797 5.288 0.973 0.0020
H 1.572 -1.363 3.476 0.0002
C 3.530 0.496 -2.448 0.0000
O 2.323 0.716 -0.135 0.1752
F 2.619 -0.500 -2.707 0.0151
H 1.403 0.261 2.845 0.0041
H 0.981 -5.070 3.309 0.0042
C 1.147 -4.188 2.693 0.0531
C -2.850 4.117 -2.078 0.0168
Br -1.301 0.583 -3.459 0.2378
O 3.553 2.739 -0.959 0.0328
N -0.190 -2.423 1.492 0.4551
C -2.279 4.155 -0.778 0.2385
```

- Total charge: +3
- Relative energy (zero: lowest compared OMol25 entry of this formula, charge and spin): 0.00 kJ/mol
- Spin multiplicity: 5
- HOMO energy (spin up / spin down): -18.8 / -19.9 eV

***

Entry 3:
Computed, not measured: a molecular structure, C13H20Cd2Cl2F2O20S2 at a distorted geometry, with ωB97M-V with the def2-TZVPD basis set.

Geometry as XYZ:
```
61
Properties=species:S:1:pos:R:3:nbo_charge:R:1
H -24.423 -4.330 4.849 0.2009
H -14.660 -7.213 -3.059 0.1876
C -12.979 -6.817 -5.193 0.9524
H -22.554 -11.242 -1.619 0.1984
O -18.913 -3.566 -4.244 -0.9310
O -25.712 -3.975 -4.541 -0.8626
Cd -22.262 -0.905 -6.678 0.8028
Cl -15.309 -3.619 -8.866 -0.0433
C -24.818 -3.734 4.027 -0.2673
C -14.875 -6.638 -3.959 -0.1237
C -20.885 -9.350 -0.699 1.0094
H -18.514 -2.133 -0.075 0.1805
C -24.422 -3.749 1.604 1.0006
H -18.408 0.754 -0.242 0.2234
H -19.893 -0.147 -0.423 0.2007
H -24.351 -0.574 0.741 0.2091
H -15.919 -6.418 -4.183 0.2229
S -20.370 -3.290 -4.354 2.5212
C -21.630 -11.684 -1.247 -0.2449
H -24.309 -2.782 4.176 0.1980
F -13.692 -4.970 -2.649 -0.3301
H -14.375 -4.714 -4.521 0.1499
O -14.296 -7.247 -5.051 -0.4901
O -19.530 0.548 1.432 -0.4616
H -25.643 -1.626 0.230 0.1932
O -21.632 -8.740 -1.493 -0.6799
Cl -16.873 -5.985 -9.687 -0.0349
O -20.813 -1.902 -4.160 -0.8359
O -20.873 -3.486 -5.676 -0.9128
S -26.377 -2.852 -5.174 2.5279
O -12.126 -7.389 -5.802 -0.5560
H -18.986 -6.957 0.643 0.2061
O -20.887 -10.721 -0.442 -0.5158
O -12.685 -5.917 -4.331 -0.4509
O -24.568 -2.471 1.737 -0.5015
F -17.121 -1.225 0.903 -0.3270
C -16.974 -4.258 -9.255 -0.3715
O -19.211 -1.554 1.784 -0.4822
H -17.428 -3.813 -10.140 0.2213
O -24.376 -4.387 2.809 -0.5037
O -27.409 -3.273 -6.111 -0.6635
H -24.032 -2.104 -0.200 0.2145
H -25.882 -3.598 4.222 0.1918
C -18.433 -1.315 0.641 0.4343
O -24.245 -4.375 0.529 -0.6699
C -19.720 -0.436 2.267 0.9619
C -13.943 -5.489 -3.887 0.4369
H -21.843 -12.533 -0.597 0.2063
H -17.645 -4.181 -8.399 0.2287
O -20.256 -0.301 3.367 -0.5875
Cd -23.609 -6.237 -2.988 0.8069
O -25.373 -1.954 -5.765 -0.8991
H -19.450 -7.019 -1.096 0.1942
H -20.985 -11.947 -2.086 0.1933
H -20.632 -6.808 0.185 0.1914
C -19.711 -7.325 -0.083 -0.2575
O -19.848 -8.735 -0.001 -0.5002
O -27.238 -2.158 -4.250 -0.6815
C -19.036 0.001 0.234 -0.1426
C -24.613 -1.621 0.586 -0.2662
O -21.218 -4.165 -3.477 -0.8720
```

- Total charge: 0
- HOMO energy: -8.6 eV

***

Entry 4:
Computed, not measured: 2 unconnected molecules or ions with the total composition C13H20ClIN2 at a distorted geometry, with ωB97M-V with the def2-TZVPD basis set.

Geometry as XYZ:
```
37
Properties=species:S:1:pos:R:3:nbo_charge:R:1
Cl -5.254 -2.312 1.960 -0.9264
C 1.772 -1.108 -0.225 -0.4346
H -2.525 0.115 -2.421 0.2044
H 1.496 1.405 1.602 0.2220
H 0.172 0.041 -2.173 0.2478
C -0.654 1.798 -1.192 -0.4141
C -0.150 0.330 -1.171 -0.2306
C -2.508 -0.502 -1.528 -0.2815
N -0.561 1.472 1.314 -0.5049
H -0.552 2.004 2.185 0.4349
H 4.967 0.057 0.698 0.2403
H 3.569 1.065 0.456 0.1986
H 1.492 -1.761 0.605 0.2199
N -3.642 -2.030 -0.026 -0.3051
H 0.057 2.384 -1.783 0.2216
H 1.783 0.976 -0.600 0.2260
H -4.518 -1.187 -1.691 0.1956
H -2.515 -2.724 1.540 0.2279
C -3.601 -1.256 -1.106 0.0540
C 0.724 0.728 1.229 -0.2335
C 3.879 0.047 0.711 -0.6414
C -2.511 -2.085 0.660 0.0747
H 3.668 -1.963 0.129 0.2276
H 1.456 -1.611 -1.141 0.2426
H 0.730 -0.123 1.908 0.2374
I 4.048 -0.809 -2.246 0.0801
H -0.041 3.269 0.267 0.2239
H -0.477 -1.469 0.992 0.1886
H -1.609 1.873 -1.705 0.2404
C 3.315 -1.000 -0.240 -0.2918
H -1.384 0.854 1.366 0.4737
C 1.052 0.260 -0.205 -0.2386
C -0.746 2.441 0.203 -0.2410
H -1.731 2.896 0.308 0.2407
C -1.348 -1.384 0.360 -0.3452
H 3.490 -0.148 1.716 0.2095
C -1.341 -0.542 -0.760 -0.0435
```

- Total charge: 0
- HOMO energy: -5.3 eV